[1]
Here is 2 unconnected molecules or ions with the total composition C17H23F3NO4 from the OMol25 dataset. Energies are from ωB97M-V/def2-TZVPD.

As for the net charge: +1. For the calculated total energy, the calculation gives -35827.26656 eV. As for the LUMO energy: -4.03 eV. The strongest force on any atom comes out at 1.9 eV/A. The HOMO-LUMO gap comes out at 8.6 eV.

Last column: natural (NBO) charge in e.
Cartesian coordinates (Å):
1 F 1.219 -1.331 -3.406  -0.321
2 F 2.950 -2.496 -4.059  -0.304
3 F 0.949 -3.256 -4.471  -0.314
4 O -1.073 -1.787 1.065  -0.546
5 O -0.614 -2.867 -1.960  -0.503
6 O 3.992 -4.026 -2.293  -0.655
7 O 3.688 -5.317 0.014  -0.436
8 N -1.305 2.801 1.427  -0.209
9 C 2.689 -4.765 -0.430  0.439
10 C 1.398 -4.801 0.255  -0.225
11 C -0.250 1.737 1.138  -0.217
12 C -0.757 4.941 0.367  -0.430
13 C -1.651 3.695 0.257  -0.224
14 C -0.292 1.117 -1.335  -0.618
15 C 2.761 -4.024 -1.733  0.333
16 C 0.331 -4.150 -0.227  -0.035
17 C -0.797 3.779 2.460  -0.205
18 C -0.972 -4.132 0.499  -0.560
19 C -2.528 2.114 1.940  -0.396
20 C 0.402 -3.413 -1.521  0.573
21 C 1.698 -3.375 -2.245  -0.280
22 C 1.711 -2.603 -3.547  0.984
23 C 0.459 1.830 -0.204  -0.436
24 C 0.047 4.749 1.661  -0.427
25 C -1.071 -2.951 1.425  0.470
26 H -1.061 -5.028 1.092  0.236
27 H -2.700 3.954 0.369  0.226
28 H -1.355 1.358 -1.353  0.190
29 H -2.258 1.550 2.828  0.232
30 H -1.377 5.833 0.419  0.237
31 H 1.429 1.346 -0.080  0.244
32 H -0.107 5.054 -0.498  0.238
33 H -0.220 0.037 -1.226  0.240
34 H -0.262 3.238 3.235  0.233
35 H 0.129 1.379 -2.305  0.235
36 H -0.752 0.778 1.213  0.249
37 H -1.793 -4.070 -0.203  0.279
38 H -1.537 3.151 -0.671  0.247
39 H 0.211 5.680 2.196  0.253
40 H 1.386 -5.364 1.169  0.238
41 H -1.669 4.267 2.893  0.220
42 H -1.104 -3.190 2.497  0.125
43 H -3.276 2.863 2.185  0.224
44 H 4.053 -4.728 -2.942  0.507
45 H -2.898 1.445 1.167  0.237
46 H 0.465 1.797 1.957  0.220
47 H 1.026 4.316 1.451  0.222
48 H 0.686 2.865 -0.468  0.209

[2]
Here is a single C6H14 molecule from the OMol25 dataset. Energies are from ωB97M-V/def2-TZVPD.

As for the net charge: 0. Its SMILES is CCC(C)CC. For the calculated total energy, the calculation gives -6448.23388 eV. As for the LUMO energy: 1.17 eV. The strongest force on any atom comes out at 2.6 eV/A. The HOMO-LUMO gap comes out at 11.1 eV. Its energy above the lowest of the compared OMol25 structures with the same formula, charge and spin is 113.4 kJ/mol.

Last column: natural (NBO) charge in e.
Cartesian coordinates (Å):
1 C 2.585 0.018 -0.366  -0.617
2 C -1.231 -0.850 -0.199  -0.391
3 C 1.284 -0.708 0.001  -0.436
4 C -2.527 -0.315 0.385  -0.608
5 C -0.060 0.032 0.210  -0.176
6 C -0.078 1.469 -0.249  -0.614
7 H 1.211 -1.716 -0.434  0.203
8 H 0.849 1.961 0.071  0.211
9 H -3.348 -1.022 0.257  0.211
10 H -2.808 0.629 -0.093  0.203
11 H -0.176 1.586 -1.333  0.202
12 H 2.578 0.657 -1.260  0.204
13 H 1.248 -0.811 1.069  0.224
14 H -0.911 1.950 0.264  0.209
15 H -2.394 -0.122 1.458  0.200
16 H -1.034 -1.864 0.184  0.199
17 H 3.391 -0.712 -0.511  0.215
18 H -1.299 -0.951 -1.292  0.199
19 H -0.156 0.121 1.357  0.160
20 H 2.879 0.646 0.480  0.202

[3]
Here is a molecular structure, C41H46BMnN8S5 from the OMol25 dataset. Energies are from ωB97M-V/def2-TZVPD.

Its expectation value of S² is 6.1572. As for the net charge: +2. For the calculated total energy, the calculation gives -141351.64573 eV. As for the LUMO energy (spin up / spin down): -6.67 / -5.80 eV. The strongest force on any atom comes out at 1.5 eV/A. Its spin multiplicity is 5. The HOMO-LUMO gap (spin up / spin down) comes out at 5.9 / 6.7 eV.

Last column: Mulliken spin population.
Cartesian coordinates (Å):
1 Mn -0.290 0.874 -0.176  4.248
2 S -2.249 -0.879 -0.043  0.102
3 S 0.528 -2.695 -4.773  0.000
4 S 2.176 0.770 -0.503  -0.078
5 S -4.600 6.473 0.872  0.000
6 S 0.029 1.538 2.041  -0.197
7 N 3.529 -1.548 -1.248  0.016
8 N -2.413 -3.366 1.134  -0.003
9 N 1.250 -0.911 2.368  0.009
10 N 1.607 0.451 4.031  0.004
11 N -0.502 0.680 -2.138  -0.051
12 N -1.635 2.398 -0.293  0.037
13 N -0.406 -2.516 1.214  -0.017
14 N 1.854 -1.886 0.106  -0.007
15 C -3.638 5.113 1.266  0.000
16 C 5.969 -1.392 -1.415  0.000
17 C 0.420 -1.058 -5.285  -0.001
18 C -3.974 -3.788 -0.723  -0.003
19 C -1.055 1.839 -2.582  -0.004
20 C 0.484 2.548 4.884  -0.015
21 C -0.357 -3.766 1.825  0.001
22 C 4.666 -1.010 -2.113  0.006
23 C -4.380 5.871 3.333  0.000
24 C -0.062 -0.001 -4.377  0.005
25 C -3.869 -3.632 0.790  0.010
26 C 2.405 -3.124 -0.180  0.001
27 C -2.949 4.673 -1.108  0.010
28 C 0.784 -0.936 -6.593  0.000
29 C 1.183 -2.172 -7.176  0.000
30 C 4.558 -1.659 -3.489  -0.001
31 C -3.613 4.913 2.618  -0.001
32 C 2.531 -0.933 -0.579  0.001
33 C 2.315 -0.720 4.282  0.003
34 C 3.442 -2.916 -1.006  -0.005
35 C 1.798 1.105 6.400  0.001
36 C 4.607 0.503 -2.266  -0.005
37 C -4.746 -2.495 1.311  0.001
38 C -4.968 6.775 2.504  -0.001
39 C 1.095 -3.207 -6.295  -0.001
40 C -4.300 -4.926 1.477  -0.001
41 C -2.291 4.205 -3.474  -0.002
42 C 2.093 -1.556 3.258  0.000
43 C -0.552 1.210 -4.824  0.010
44 C -1.585 -4.296 1.760  -0.001
45 C 2.972 2.406 4.589  -0.002
46 C -1.681 -2.282 0.793  -0.010
47 C 0.981 0.313 2.846  0.005
48 C -2.265 3.159 0.582  0.025
49 C -1.667 2.730 -1.623  -0.029
50 C 1.709 1.644 4.972  0.007
51 C -0.040 -0.205 -2.993  -0.021
52 C -1.080 2.159 -3.934  0.003
53 C -2.958 4.327 0.224  -0.009
54 C -1.698 3.391 -4.363  -0.001
55 C -2.306 3.877 -2.068  0.004
56 B 0.706 -1.505 1.057  0.039
57 H 6.010 -0.966 -0.412  0.000
58 H -4.593 -1.564 0.774  0.001
59 H -3.688 -2.868 -1.234  0.002
60 H 0.536 -4.165 2.274  0.001
61 H -3.066 4.114 3.104  0.001
62 H 5.462 0.781 -2.883  -0.001
63 H 0.961 0.444 6.631  0.000
64 H 2.916 -0.852 5.162  0.000
65 H 0.364 -1.113 -2.560  -0.005
66 H 0.551 3.253 5.712  -0.001
67 H -5.606 7.605 2.767  0.000
68 H -5.005 -4.024 -0.992  0.000
69 H 3.701 0.839 -2.769  0.001
70 H -4.566 -2.323 2.374  0.000
71 H -2.224 2.824 1.609  -0.009
72 H 1.321 -4.249 -6.466  0.000
73 H 6.806 -0.994 -1.989  0.000
74 H -3.334 -4.603 -1.070  0.000
75 H -2.778 5.117 -3.797  0.000
76 H -4.491 5.887 4.408  0.000
77 H 4.136 -3.617 -1.433  0.000
78 H 1.511 -2.285 -8.199  0.000
79 H 2.732 0.582 6.602  0.000
80 H -5.787 -2.795 1.188  0.000
81 H -4.150 -4.888 2.558  0.000
82 H -3.797 -5.805 1.072  0.000
83 H 2.906 2.777 3.564  0.001
84 H 0.451 3.126 3.964  0.005
85 H -0.586 1.422 -5.887  0.000
86 H 5.332 -1.241 -4.134  0.000
87 H -3.455 5.574 -1.442  0.000
88 H 4.705 -2.740 -3.456  0.000
89 H 3.098 3.261 5.256  0.000
90 H 4.695 1.025 -1.314  0.000
91 H 0.220 -0.649 0.481  -0.075
92 H -0.447 1.987 4.994  0.000
93 H -5.366 -5.054 1.297  0.000
94 H -1.696 3.630 -5.420  0.000
95 H 6.104 -2.472 -1.343  0.000
96 H 3.857 1.773 4.677  0.000
97 H -1.944 -5.239 2.128  0.000
98 H 2.479 -2.546 3.080  0.000
99 H 0.796 0.003 -7.131  0.000
100 H 3.588 -1.453 -3.943  0.000
101 H 1.760 1.953 7.082  0.000
102 H 2.013 -4.043 0.221  -0.001

[4]
Here is a molecular structure, C8H16ClKO from the OMol25 dataset. Energies are from ωB97M-V/def2-TZVPD.

As for the net charge: 0. For the calculated total energy, the calculation gives -39443.56362 eV. As for the LUMO energy: -1.50 eV. The strongest force on any atom comes out at 5.5 eV/A. The HOMO-LUMO gap comes out at 3.6 eV.

Last column: natural (NBO) charge in e.
Cartesian coordinates (Å):
1 K -1.742 -4.319 0.932  0.972
2 Cl 0.271 -2.453 1.222  -0.314
3 O 0.017 1.581 -2.147  -0.569
4 C -0.033 -0.751 -3.354  -0.657
5 C -0.065 -0.959 2.269  -0.222
6 C -0.661 0.788 -3.184  -0.071
7 C -0.860 0.261 1.477  -0.603
8 C -0.810 1.659 -0.906  -0.073
9 C 1.263 -0.367 3.058  -0.422
10 C -0.609 0.209 -0.142  -0.476
11 C 1.995 0.890 2.287  -0.636
12 H -0.478 2.585 -0.269  0.207
13 H 1.507 1.900 2.650  0.231
14 H 1.845 0.846 1.124  0.226
15 H -0.426 1.329 -4.220  0.180
16 H 1.097 -0.723 -3.667  0.220
17 H -1.831 0.785 -3.053  0.175
18 H -2.014 0.015 1.638  0.127
19 H -0.147 -1.398 -2.380  0.211
20 H -1.357 -0.556 -0.671  0.145
21 H 2.028 -1.222 3.333  0.190
22 H -0.816 -1.315 3.123  0.192
23 H 3.152 0.830 2.537  0.197
24 H 0.852 0.067 4.090  0.216
25 H 0.476 -0.168 -0.453  0.201
26 H -1.956 1.774 -1.113  0.158
27 H -0.699 -1.286 -4.179  0.197

[5]
Here is a single C7H11NOS molecule from the OMol25 dataset. Energies are from ωB97M-V/def2-TZVPD.

As for the net charge: 0. Its SMILES is CO[C@@]1(C#N)CCS[C@H]1C. For the calculated total energy, the calculation gives -21807.80158 eV. As for the LUMO energy: 0.71 eV. The strongest force on any atom comes out at 5.2 eV/A. The HOMO-LUMO gap comes out at 9.4 eV. Its energy above the lowest of the compared OMol25 structures with the same formula, charge and spin is 176.3 kJ/mol.

Last column: natural (NBO) charge in e.
Cartesian coordinates (Å):
1 S -2.488 -0.310 -0.272  0.222
2 O 1.380 0.318 -0.361  -0.547
3 N 0.223 -2.907 -0.878  -0.286
4 C 0.229 -0.435 -0.115  0.166
5 C 0.336 -1.824 -0.533  0.244
6 C 2.687 -0.245 -0.166  -0.236
7 C -1.019 0.208 -1.144  -0.330
8 C -0.226 -0.197 1.271  -0.452
9 C -0.870 1.734 -1.058  -0.633
10 C -1.763 -0.343 1.385  -0.556
11 H 0.014 0.830 1.689  0.246
12 H 0.336 -1.035 1.860  0.239
13 H -1.228 -0.246 -2.240  0.258
14 H -2.043 -1.294 1.886  0.235
15 H 3.265 0.606 0.340  0.196
16 H 2.611 -1.151 0.569  0.178
17 H -1.737 2.264 -1.524  0.226
18 H -2.120 0.546 2.041  0.221
19 H 3.157 -0.495 -1.032  0.182
20 H -0.032 2.094 -1.691  0.222
21 H -0.713 1.882 -0.030  0.204

[6]
Here is 2 unconnected molecules or ions with the total composition C2H9OS from the OMol25 dataset. Energies are from ωB97M-V/def2-TZVPD.

As for the net charge: +1. For the calculated total energy, the calculation gives -15095.13925 eV. As for the LUMO energy: -3.42 eV. The strongest force on any atom comes out at 1.7 eV/A. The HOMO-LUMO gap comes out at 12.5 eV. Its energy above the lowest of the compared OMol25 structures with the same formula, charge and spin is 36.5 kJ/mol.

Last column: natural (NBO) charge in e.
Cartesian coordinates (Å):
1 S 0.263 0.026 -1.024  0.575
2 O -0.638 -2.090 1.326  -0.975
3 C 1.675 0.758 -0.063  -0.691
4 C -1.197 1.059 -0.812  -0.739
5 H -1.461 -2.494 1.028  0.497
6 H -0.194 -2.642 1.970  0.504
7 H 1.830 0.272 0.898  0.263
8 H -1.036 1.905 -1.501  0.274
9 H 2.510 0.641 -0.732  0.262
10 H -2.040 0.439 -1.111  0.274
11 H 1.358 1.795 0.062  0.252
12 H -1.346 1.433 0.197  0.266
13 H 0.276 -1.101 -0.239  0.239